# 1
A cluster of 2 separate species, C12H24N3 in total in a non-equilibrium geometry, computed with wB97M-V/def2-TZVPD.

Relative energy (zero: lowest compared OMol25 entry of this formula, charge and spin), kcal/mol: 142.7
HOMO energy, eV: -10.7
E_LUMO, eV: -3.392
Charge: +1
Gap between HOMO and LUMO, eV: 7.33

Atoms and positions in Å:
C1 -3.169 1.632 0.559
C2 1.151 0.827 -3.519
C3 0.605 1.054 -2.074
H1 2.739 0.689 -0.136
H2 0.422 -1.848 3.295
H3 3.155 -0.824 0.118
H4 -4.132 1.847 0.880
C4 -0.964 0.369 1.435
C5 1.067 0.204 2.896
H5 1.357 0.388 3.937
H6 -3.052 -0.058 2.006
H7 0.029 2.028 2.453
H8 -3.988 -0.158 -0.404
H9 1.691 -1.576 2.003
H10 -0.308 1.715 -2.027
H11 0.402 -1.363 -3.684
H12 3.021 -0.262 -1.438
H13 0.355 1.047 -4.132
H14 -0.892 0.838 3.492
N1 1.294 -0.900 -0.559
C6 -0.289 0.962 2.650
C7 0.549 -0.445 -1.746
H15 1.696 0.654 2.110
H16 -1.884 -1.830 0.434
C8 1.074 -0.761 -3.133
H17 -2.719 2.549 0.246
C9 -0.397 -1.020 1.545
H18 2.065 1.274 -3.838
H19 -0.769 -2.998 1.169
N2 2.586 -0.320 -0.561
C10 0.729 -1.195 2.426
C11 -3.039 0.355 -0.131
N3 -1.067 -2.038 1.027
H20 1.398 1.647 -1.493
H21 -2.458 0.490 -1.057
H22 -0.534 0.817 0.573
C12 -2.463 0.459 1.178
H23 2.069 -1.089 -3.227
H24 -0.545 -0.646 -1.590

These are the Löwdin partial charges, in e, on atoms 1 to 8: atom 1 (C): -0.087, atom 2 (C): -0.104, atom 3 (C): -0.186, atom 4 (H): 0.175, atom 5 (H): 0.164, atom 6 (H): 0.149, atom 7 (H): 0.089, atom 8 (C): -0.212


# 2
The ion C12H24NO3 with charge -1, computed with wB97M-V/def2-TZVPD.

Relative energy (zero: lowest compared OMol25 entry of this formula, charge and spin), kcal/mol: 0.0
HOMO energy, eV: -4.2
E_LUMO, eV: 3.162
SMILES string: CC(C)CN(CC(=O)[O-])OC[C@H](C)C(C)C
Charge: -1
Gap between HOMO and LUMO, eV: 7.35

Atoms and positions in Å:
H1 -2.514 1.751 -0.339
H2 1.332 -1.813 3.253
H3 -1.444 1.224 0.942
C1 -1.686 0.075 -1.882
H4 0.639 2.132 1.321
C2 -0.989 -0.600 -3.082
H5 -2.353 0.826 -2.287
O1 -0.468 -1.713 -2.851
C3 0.956 -2.378 1.189
H6 1.560 -3.214 1.542
H7 -0.339 -3.141 -0.409
H8 -2.126 3.356 1.726
C4 0.574 2.949 0.611
C5 1.824 -1.687 0.127
H9 -0.310 -1.540 2.741
C6 -1.753 3.923 0.877
O2 -1.050 0.030 -4.143
H10 -2.598 4.258 0.285
C7 1.260 -0.340 -0.367
C8 -0.355 -2.971 0.660
H11 2.756 -1.434 0.635
H12 0.991 -0.446 2.222
H13 3.227 -3.051 -0.772
H14 0.817 3.863 1.144
C9 0.723 -1.478 2.417
C10 -1.466 1.656 -0.058
C11 2.235 -2.655 -0.990
H15 -1.221 4.785 1.261
O3 -0.140 -0.225 -0.116
C12 -0.835 3.032 0.024
N1 -0.761 0.752 -0.962
H16 1.444 -0.201 -1.424
H17 -1.161 -2.269 0.832
H18 1.307 2.798 -0.171
H19 -0.792 3.470 -0.969
H20 -0.605 -3.880 1.201
H21 1.760 0.478 0.159
H22 1.566 -3.499 -1.073
H23 2.273 -2.168 -1.951
H24 -2.278 -0.656 -1.323

These are the Löwdin partial charges, in e, on atoms 1 to 8: atom 1 (H): 0.115, atom 2 (H): 0.064, atom 3 (H): 0.125, atom 4 (C): -0.108, atom 5 (H): 0.066, atom 6 (C): -0.746, atom 7 (H): 0.104, atom 8 (O): -0.070


# 3
A cluster of 4 separate species, C12H24O4 in total, computed with wB97M-V/def2-TZVPD.

Relative energy (zero: lowest compared OMol25 entry of this formula, charge and spin), kcal/mol: 5.2
HOMO energy, eV: -9.3
E_LUMO, eV: 0.376
SMILES string: CC(C)=O.CC(C)=O.CC(C)=O.CC(C)=O
Gap between HOMO and LUMO, eV: 9.71

Atoms and positions in Å:
C1 -2.299 26.530 10.283
H1 -2.485 23.644 3.682
C2 -5.112 23.186 14.893
C3 2.102 24.451 7.866
H2 -2.189 27.606 10.168
H3 -3.568 25.426 8.150
H4 0.389 23.325 8.475
C4 -4.160 22.019 15.064
H5 -5.119 24.985 9.038
O1 -4.399 25.883 11.254
H6 1.386 22.582 7.125
C5 -4.309 25.702 8.892
H7 -4.976 23.742 12.784
H8 2.564 26.411 8.482
H9 -3.130 22.378 15.091
C6 -3.732 26.019 10.259
H10 -4.749 22.669 6.580
H11 -4.142 23.166 4.070
C7 -2.917 23.473 5.798
C8 -3.097 23.054 4.361
H12 -4.858 26.586 8.547
C9 1.726 25.916 7.992
H13 -1.880 26.253 11.253
H14 -3.565 23.198 7.836
H15 0.278 23.914 6.861
C10 -3.696 22.748 6.862
H16 -2.771 22.020 4.230
H17 -4.384 21.502 15.993
O2 3.254 24.112 7.898
H18 -3.771 24.499 13.861
H19 1.534 26.315 6.999
O3 -2.162 24.364 6.113
H20 -3.358 21.708 6.933
H21 -1.738 26.033 9.491
C11 -4.810 24.168 13.770
H22 -5.395 25.079 13.873
H23 0.848 26.052 8.626
O4 -6.061 23.352 15.616
C12 0.989 23.488 7.577
H24 -4.252 21.353 14.205

These are the Löwdin partial charges, in e, on atoms 1 to 8: atom 1 (C): -0.011, atom 2 (H): 0.083, atom 3 (C): -0.498, atom 4 (C): -0.512, atom 5 (H): 0.089, atom 6 (H): 0.049, atom 7 (H): 0.089, atom 8 (C): -0.027


# 4
A cluster of 4 separate species, C12H24O4 in total in a non-equilibrium geometry, computed with wB97M-V/def2-TZVPD.

Relative energy (zero: lowest compared OMol25 entry of this formula, charge and spin), kcal/mol: 104.8
HOMO energy, eV: -9.5
E_LUMO, eV: 0.500
SMILES string: CC(C)=O.CC(C)=O.CC(C)=O.CC(C)=O
Gap between HOMO and LUMO, eV: 10.02

Atoms and positions in Å:
H1 0.662 -3.831 1.879
H2 2.731 2.193 -3.150
H3 1.260 1.140 -3.603
H4 -3.901 -3.002 0.159
C1 1.669 1.841 -3.013
H5 2.887 -3.243 -0.455
C2 -4.390 -2.038 0.346
C3 -4.209 -0.984 -0.680
H6 0.879 3.434 0.630
H7 2.042 4.300 1.730
H8 3.072 -1.766 0.372
H9 1.941 0.980 1.424
C4 1.264 -3.147 1.692
C5 -0.272 1.446 -1.437
C6 1.190 3.776 1.621
H10 1.159 2.796 -3.177
C7 1.476 2.758 2.652
H11 -2.837 -2.103 -1.816
H12 1.863 0.669 3.063
C8 -3.080 -1.174 -1.681
C9 1.151 -2.567 0.407
O1 2.035 0.874 -0.977
O2 -5.096 -0.169 -0.969
H13 2.273 -1.840 -1.399
C10 1.415 1.301 2.342
H14 -0.942 2.513 -1.513
H15 -3.141 -0.663 -2.667
H16 0.314 1.069 2.252
H17 2.061 -3.850 1.912
H18 -0.794 0.971 -2.356
O3 1.894 3.135 3.758
H19 0.460 4.658 1.988
H20 1.235 -2.338 2.417
H21 -2.060 -0.991 -1.196
C11 2.424 -2.279 -0.361
C12 1.251 1.373 -1.731
O4 0.019 -2.269 -0.020
H22 -5.521 -2.216 0.590
H23 -0.603 1.048 -0.359
H24 -3.778 -1.805 1.328

These are the Löwdin partial charges, in e, on atoms 1 to 8: atom 1 (H): 0.005, atom 2 (H): 0.125, atom 3 (H): 0.053, atom 4 (H): 0.070, atom 5 (C): -0.034, atom 6 (H): 0.071, atom 7 (C): -0.048, atom 8 (C): -0.477


# 5
A structure of composition C12H24O4S2 in a non-equilibrium geometry, computed with wB97M-V/def2-TZVPD.

Relative energy (zero: lowest compared OMol25 entry of this formula, charge and spin), kcal/mol: 294.2
HOMO energy, eV: -8.5
E_LUMO, eV: 0.550
Gap between HOMO and LUMO, eV: 9.02

Atoms and positions in Å:
C1 -3.145 -2.024 0.725
H1 -3.843 0.311 -0.663
H2 1.891 0.585 1.711
C2 1.295 0.610 -0.992
C3 -1.323 1.774 -1.248
H3 -1.615 0.796 -1.606
H4 -2.737 -2.981 -2.419
O1 0.284 2.925 0.511
O2 1.491 -2.230 1.365
H5 -2.379 1.742 1.526
H6 -3.957 2.556 0.926
H7 -4.046 -3.539 -0.600
H8 -2.546 -2.609 1.231
C4 -2.672 -0.735 0.844
C5 -2.338 -2.600 -1.497
C6 2.642 0.338 1.179
H9 -0.784 2.298 -1.913
H10 2.637 2.376 -0.227
H11 1.405 -1.158 -2.014
H12 3.751 0.258 1.478
O3 3.507 -1.755 -0.347
C7 -3.460 -2.584 -0.677
H13 1.241 1.090 -1.858
S1 -0.128 1.693 0.251
H14 -2.148 3.649 -0.300
H15 -4.660 0.238 0.776
C8 -2.599 2.361 -0.401
C9 -3.200 1.721 0.697
H16 -1.815 -0.718 0.335
O4 3.702 0.990 -0.988
C10 1.121 -0.617 -0.905
H17 -4.197 -2.163 1.168
H18 -1.707 -3.055 -0.860
C11 -3.651 0.214 0.231
H19 -4.382 -1.915 -0.848
H20 -3.334 2.564 -1.249
S2 2.264 -1.492 0.415
H21 -1.980 -1.670 -1.668
C12 2.501 1.226 -0.047
H22 -2.522 -0.649 1.902
H23 0.030 -1.073 -0.560
H24 3.821 -0.031 -0.879

These are the Löwdin partial charges, in e, on atoms 1 to 8: atom 1 (C): -0.273, atom 2 (H): 0.011, atom 3 (H): -0.004, atom 4 (C): -0.391, atom 5 (C): -0.227, atom 6 (H): 0.070, atom 7 (H): 0.105, atom 8 (O): -0.438


# 6
A structure of composition C12H25AlClO2 in a non-equilibrium geometry, computed with wB97M-V/def2-TZVPD.

Relative energy (zero: lowest compared OMol25 entry of this formula, charge and spin), kcal/mol: 0.0
HOMO energy, eV: -4.9
E_LUMO, eV: 3.253
Charge: -1
Gap between HOMO and LUMO, eV: 8.18

Atoms and positions in Å:
H1 -3.297 3.020 1.102
C1 -2.580 0.431 -0.749
H2 -1.318 -3.735 -0.814
O1 -1.483 3.092 3.724
H3 2.988 -1.441 1.184
H4 0.178 0.492 -1.922
H5 1.759 1.014 0.088
C2 -2.847 -0.942 -0.131
H6 -1.009 -2.518 1.879
H7 -2.544 -3.527 0.399
H8 4.654 -2.009 0.970
H9 -3.513 0.959 -0.939
Cl1 -3.542 1.482 3.371
H10 0.724 3.053 -0.450
H11 -2.540 -0.968 0.911
C3 3.721 -1.790 0.468
C4 2.023 0.977 -0.965
Al1 -1.289 1.592 0.302
H12 4.221 0.194 -0.112
H13 -0.161 -1.713 0.602
H14 -0.517 3.127 -1.701
H15 -0.445 0.655 1.327
H16 0.118 -3.445 0.899
C5 -1.724 -3.018 -0.109
C6 -2.269 3.003 1.444
H17 -1.805 3.969 1.315
C7 -0.005 2.466 -1.008
H18 -2.133 0.252 -1.722
H19 3.332 -2.694 0.019
C8 2.534 -0.418 -1.294
C9 3.883 -0.714 -0.595
C10 0.786 1.376 -1.762
H20 2.829 1.685 -1.134
H21 2.649 -0.523 -2.366
C11 -0.620 -2.651 0.878
H22 1.820 -1.139 -0.922
H23 1.128 1.776 -2.713
C12 -2.253 2.703 2.853
O2 -2.177 -1.942 -0.882
H24 4.646 -1.002 -1.309
H25 -3.923 -1.129 -0.137

These are the Löwdin partial charges, in e, on atoms 1 to 8: atom 1 (H): 0.050, atom 2 (C): -0.210, atom 3 (H): 0.104, atom 4 (O): -0.036, atom 5 (H): 0.073, atom 6 (H): 0.080, atom 7 (H): 0.088, atom 8 (C): -0.323


Computed values of molecular weight (unit: u) for the preceding records, in sequence: 210.345, 230.328, 232.320, 232.320, 296.454, 263.765.